{"formula": "C30H26CrS9Sb3", "method": "wB97M-V/def2-TZVPD", "species": ["Cr", "C", "C", "C", "Sb", "C", "C", "C", "C", "C", "C", "C", "C", "C", "C", "C", "C", "Sb", "C", "C", "C", "C", "C", "C", "C", "C", "C", "C", "C", "C", "H", "H", "H", "H", "H", "H", "H", "H", "H", "H", "H", "H", "H", "H", "H", "H", "H", "H", "H", "H", "H", "H", "H", "H", "H", "H", "S", "C", "S", "C", "C", "S", "S", "S", "S", "Sb", "S", "S", "S"], "positions_angstrom": [[0.459977, 0.208109, -0.087438], [-2.265120, 2.525235, -1.195998], [-2.930314, 2.208606, 0.154355], [-2.125726, 2.408663, 1.451234], [-0.712835, 0.954029, 2.261682], [0.018049, 2.272017, 3.822189], [1.276317, 2.851127, 3.674784], [1.797749, 3.679749, 4.657209], [1.068456, 3.936242, 5.809086], [-0.178919, 3.352888, 5.972028], [-0.694560, 2.524068, 4.984915], [-2.034271, -0.141325, 3.533405], [-3.390013, 0.154951, 3.656035], [-4.211012, -0.588279, 4.489934], [-3.687266, -1.652143, 5.211414], [-2.345553, -1.970571, 5.081579], [-1.529042, -1.222703, 4.247343], [-0.787573, 1.254721, -2.160133], [-1.931678, 0.345748, -3.708611], [-2.345958, 1.037331, -4.841516], [-3.064548, 0.392244, -5.836729], [-3.365251, -0.958895, -5.714061], [-2.941426, -1.658515, -4.596178], [-2.227620, -1.011473, -3.598580], [0.175114, 2.805901, -3.281167], [-0.460257, 3.914199, -3.822297], [0.268527, 4.916613, -4.446955], [1.649792, 4.824153, -4.531068], [2.298327, 3.725778, -3.986800], [1.563793, 2.726175, -3.368794], [-1.749964, 3.489922, -1.138778], [-3.059735, 2.630960, -1.941766], [-3.373595, 1.212636, 0.127626], [-3.773567, 2.908347, 0.220833], [-2.829577, 2.580183, 2.270048], [-1.527599, 3.321738, 1.387895], [1.859634, 2.652936, 2.782718], [2.777885, 4.121032, 4.519583], [1.475649, 4.581556, 6.578775], [-0.753326, 3.538034, 6.872527], [-1.665956, 2.067304, 5.137579], [-3.831483, 0.961515, 3.083783], [-5.265096, -0.347821, 4.564506], [-4.329485, -2.245064, 5.851032], [-1.934569, -2.825375, 5.602054], [-0.493723, -1.523840, 4.127031], [-2.104670, 2.085703, -4.970805], [-3.383037, 0.943359, -6.713996], [-3.922261, -1.463612, -6.494720], [-3.150047, -2.714605, -4.478787], [-1.911979, -1.591153, -2.740098], [-1.535805, 4.027681, -3.740445], [-0.244128, 5.778798, -4.856798], [2.220558, 5.613455, -5.005038], [3.378485, 3.653923, -4.020713], [2.083788, 1.886253, -2.913723], [5.992648, 5.268521, -0.580969], [4.747249, 4.171081, -0.381980], [3.091507, 4.610886, -0.307591], [2.428052, 3.013953, -0.083646], [3.319879, 1.998079, -0.044681], [2.919113, 0.311549, 0.104361], [4.988392, 2.479180, -0.217014], [0.707941, 2.835493, 0.083022], [-1.950379, -4.151610, -1.635415], [-0.856581, -2.981599, -0.022970], [-1.798640, -0.758555, 0.010588], [1.161692, -1.971029, -0.730228], [-0.719733, -3.847355, 2.058535]], "forces_ev_per_a": [[0.8530, -0.2999, -0.1576], [0.0072, 0.2157, -0.1123], [-0.0073, -0.1675, 0.0204], [0.0690, 0.1677, 0.0323], [-0.2494, 0.1180, 0.2980], [0.0710, -0.1344, -0.2741], [0.0842, -0.0139, -0.0639], [0.0752, 0.0310, -0.0091], [0.0114, 0.0241, 0.0361], [-0.0065, 0.0591, 0.0914], [-0.2029, 0.0237, 0.1281], [-0.1378, -0.0356, 0.0076], [0.0214, 0.0735, -0.0632], [-0.0465, -0.0660, 0.0714], [-0.0239, 0.0161, -0.0071], [-0.0327, -0.0301, 0.0376], [0.1985, 0.0070, -0.0205], [-0.1907, 0.2067, 0.1228], [0.0400, -0.2491, 0.0696], [-0.0215, 0.1599, -0.0455], [-0.0583, -0.0762, -0.0744], [-0.0164, 0.0560, -0.0553], [-0.0122, -0.0677, 0.0094], [0.0326, 0.0435, 0.0352], [0.1207, -0.1638, 0.0518], [-0.1628, 0.0960, -0.0089], [0.0346, 0.0708, -0.0446], [-0.0001, 0.0498, -0.0329], [0.0664, -0.0125, -0.0031], [0.0386, -0.1253, 0.0510], [-0.0411, -0.0555, -0.0078], [0.0300, -0.0342, -0.0070], [0.0072, 0.0342, 0.0100], [-0.0098, 0.0055, 0.0117], [0.0207, -0.0348, 0.0079], [-0.0301, -0.0475, 0.0058], [0.0040, -0.0004, -0.0365], [-0.0048, 0.0061, 0.0106], [-0.0088, 0.0010, 0.0036], [0.0024, 0.0051, 0.0103], [-0.0232, -0.0362, -0.0176], [0.0230, 0.0166, -0.0169], [-0.0087, 0.0088, -0.0072], [-0.0108, -0.0103, 0.0120], [0.0156, -0.0240, 0.0158], [-0.0463, 0.0412, -0.0164], [0.0310, 0.0121, 0.0345], [-0.0009, 0.0089, -0.0074], [-0.0070, -0.0005, -0.0109], [-0.0056, -0.0099, 0.0026], [0.0145, -0.0028, 0.0261], [-0.0300, -0.0311, 0.0087], [-0.0030, 0.0145, -0.0066], [0.0020, 0.0026, 0.0044], [0.0097, 0.0166, -0.0078], [-0.0127, 0.0275, -0.0260], [-0.1587, -0.1305, 0.0023], [0.2090, 0.2219, 0.0183], [0.0730, -0.0162, -0.0229], [0.0893, -0.1950, 0.0235], [-0.2286, 0.0546, 0.0007], [-0.2959, 0.1678, -0.0514], [0.0134, 0.0430, -0.0365], [-0.0098, -0.2234, 0.0446], [0.0221, -0.0379, -0.0380], [-0.0502, -0.1396, -0.0859], [-0.1543, 0.3026, -0.0264], [0.0015, 0.1270, -0.0411], [0.0171, -0.0642, 0.1265]], "lowdin_spin": [3.183, 0.003, 0.000, 0.004, 0.005, -0.003, 0.000, 0.000, 0.000, 0.000, 0.000, 0.003, 0.000, 0.000, 0.000, 0.000, 0.001, -0.030, -0.012, -0.002, -0.001, 0.000, 0.000, 0.000, -0.011, -0.002, -0.001, 0.000, 0.000, 0.000, 0.000, 0.000, -0.001, 0.000, 0.000, 0.000, 0.000, 0.000, 0.000, 0.000, 0.000, 0.000, 0.000, 0.000, 0.000, 0.000, 0.000, 0.000, 0.000, 0.000, 0.000, 0.000, 0.000, 0.000, 0.000, 0.000, -0.002, -0.001, -0.002, 0.001, -0.004, -0.010, -0.002, -0.030, 0.006, 0.008, -0.074, -0.036, 0.007], "e_homo_ha": [-0.0796, -0.0849], "homo_lumo_gap_ha": [0.217, 0.230], "charge": -2, "total_energy_ha": -6507.85920, "multiplicity": 4, "largest_force_ev_per_a": 0.9}